27 unconnected molecules or ions with the total composition C30H114O27. Source: the Open Molecules 2025 dataset; level of theory: the ωB97M-V functional and the def2-TZVPD basis.

Cartesian coordinates (Å):
1 O 17.497 -3.532 4.131
2 H 17.093 -2.849 3.597
3 H 18.321 -3.148 4.431
4 O 20.535 -5.096 3.035
5 H 19.636 -5.418 3.106
6 H 21.055 -5.876 2.842
7 O 14.122 -0.053 -0.085
8 H 14.668 -0.821 0.082
9 H 14.646 0.491 -0.673
10 O 18.831 -0.150 -0.411
11 H 19.281 0.450 -1.006
12 H 18.729 0.349 0.400
13 O 17.624 -6.192 3.650
14 H 16.775 -6.635 3.651
15 H 17.425 -5.292 3.911
16 O 15.326 -7.372 1.968
17 H 14.625 -6.723 2.043
18 H 16.005 -6.934 1.455
19 O 16.251 1.067 3.782
20 H 15.985 1.019 4.700
21 H 17.170 1.333 3.812
22 O 13.770 -5.909 5.197
23 H 13.852 -6.779 5.587
24 H 13.432 -6.071 4.316
25 O 19.622 -1.535 2.773
26 H 20.459 -1.375 2.338
27 H 19.860 -1.902 3.625
28 O 13.549 -1.369 4.104
29 H 13.835 -2.086 4.670
30 H 13.338 -0.657 4.708
31 O 18.293 -2.938 0.837
32 H 18.718 -2.379 0.187
33 H 18.607 -2.609 1.679
34 O 20.415 -3.141 4.958
35 H 20.752 -3.910 4.498
36 H 20.561 -3.333 5.885
37 O 15.641 -4.928 -1.316
38 H 15.596 -4.030 -0.989
39 H 16.146 -5.400 -0.654
40 O 15.877 -2.164 -0.226
41 H 16.778 -2.283 -0.526
42 H 15.932 -2.227 0.728
43 O 16.110 -1.618 2.723
44 H 15.227 -1.547 3.085
45 H 16.468 -0.732 2.785
46 O 17.397 -5.638 0.615
47 H 18.034 -6.160 1.103
48 H 17.730 -4.742 0.668
49 O 14.995 -3.376 5.360
50 H 15.902 -3.423 5.059
51 H 14.729 -4.289 5.466
52 C 23.565 -3.771 5.153
53 C 24.353 -2.525 5.468
54 C 23.492 -1.397 6.059
55 O 25.329 -2.860 6.488
56 H 24.116 -4.636 4.784
57 H 22.762 -3.591 4.438
58 H 23.077 -4.140 6.056
59 H 24.803 -2.092 4.575
60 H 22.737 -1.044 5.356
61 H 24.013 -0.489 6.362
62 H 22.941 -1.754 6.930
63 H 25.961 -3.446 6.065
64 C 15.390 -1.908 10.757
65 C 15.699 -3.376 10.413
66 C 17.132 -3.529 9.935
67 O 15.686 -4.185 11.590
68 H 14.335 -1.817 11.013
69 H 15.681 -1.174 10.005
70 H 15.987 -1.749 11.655
71 H 15.037 -3.807 9.662
72 H 17.301 -4.461 9.395
73 H 17.739 -3.545 10.841
74 H 17.506 -2.720 9.308
75 H 14.790 -4.314 11.910
76 C 19.866 -6.941 -2.210
77 C 20.644 -7.042 -0.851
78 C 20.732 -5.656 -0.249
79 O 19.921 -7.869 0.097
80 H 18.833 -6.597 -2.157
81 H 19.833 -7.932 -2.662
82 H 20.217 -6.198 -2.926
83 H 21.663 -7.414 -0.958
84 H 19.801 -5.267 0.164
85 H 21.223 -5.026 -0.990
86 H 21.374 -5.680 0.632
87 H 19.605 -8.658 -0.350
88 C 20.813 -9.763 4.188
89 C 20.428 -8.240 3.994
90 C 21.200 -7.537 5.122
91 O 20.942 -7.822 2.745
92 H 20.158 -10.155 4.966
93 H 21.840 -9.925 4.515
94 H 20.604 -10.374 3.310
95 H 19.345 -8.161 4.094
96 H 21.004 -6.465 5.103
97 H 22.280 -7.675 5.073
98 H 20.833 -7.956 6.059
99 H 20.339 -7.995 2.018
100 C 25.043 -2.905 0.451
101 C 23.590 -2.487 0.189
102 C 22.596 -2.933 1.257
103 O 23.434 -1.098 0.086
104 H 25.473 -2.467 1.353
105 H 25.648 -2.644 -0.417
106 H 25.034 -3.986 0.590
107 H 23.276 -2.857 -0.787
108 H 22.861 -2.500 2.221
109 H 22.749 -4.012 1.226
110 H 21.578 -2.666 0.971
111 H 23.872 -0.771 -0.703
112 C 19.906 0.140 7.991
113 C 19.239 0.069 6.599
114 C 18.143 -0.996 6.615
115 O 18.640 1.310 6.342
116 H 19.173 0.073 8.794
117 H 20.404 1.092 8.173
118 H 20.627 -0.641 8.234
119 H 20.001 -0.095 5.837
120 H 18.498 -1.934 7.042
121 H 17.796 -1.147 5.593
122 H 17.310 -0.606 7.200
123 H 17.806 1.334 6.817
124 C 19.116 -4.912 7.326
125 C 20.282 -4.544 8.265
126 C 21.207 -5.759 8.444
127 O 21.008 -3.471 7.753
128 H 18.485 -5.641 7.836
129 H 19.466 -5.190 6.332
130 H 18.433 -4.085 7.132
131 H 19.862 -4.418 9.263
132 H 20.683 -6.548 8.983
133 H 21.926 -5.376 9.168
134 H 21.739 -6.026 7.531
135 H 21.768 -3.226 8.285
136 C 11.685 -4.066 2.980
137 C 12.756 -4.939 2.291
138 C 14.206 -4.385 2.347
139 O 12.726 -6.191 2.852
140 H 11.538 -3.075 2.549
141 H 12.022 -4.099 4.017
142 H 10.693 -4.516 3.030
143 H 12.619 -5.030 1.214
144 H 14.225 -3.301 2.233
145 H 14.842 -4.584 1.484
146 H 14.739 -4.575 3.278
147 H 12.005 -6.717 2.497
148 C 23.619 1.496 2.285
149 C 22.486 0.615 2.825
150 C 21.674 1.401 3.845
151 O 21.642 0.166 1.825
152 H 23.367 2.337 1.640
153 H 24.260 0.939 1.602
154 H 24.234 1.832 3.119
155 H 22.858 -0.320 3.245
156 H 22.238 1.454 4.776
157 H 20.748 0.862 4.044
158 H 21.439 2.437 3.599
159 H 22.257 -0.222 1.199
160 C 14.518 -6.810 8.804
161 C 15.644 -7.075 7.797
162 C 16.921 -7.553 8.428
163 O 15.277 -8.044 6.768
164 H 13.720 -6.190 8.396
165 H 14.926 -6.199 9.609
166 H 14.172 -7.783 9.151
167 H 15.929 -6.154 7.288
168 H 17.669 -7.817 7.680
169 H 16.691 -8.523 8.871
170 H 17.295 -6.945 9.252
171 H 15.288 -8.849 7.290

## Properties
**HOMO energy**: -9.854 eV
**Frontier orbital gap**: 10.0518 eV
**LUMO**: 0.198 eV
**DFT total energy**: -3242.90664 a.u.

Atomic partial charges in e from the Löwdin method, atoms 1 to 99: -0.05, 0.01, 0.02, -0.04, 0.02, 0.02, -0.06, -0.03, 0.02, -0.03, 0.04, 0.04, -0.04, 0.02, -0.02, -0.04, -0.01, 0.00, -0.03, 0.04, 0.04, -0.04, 0.03, -0.02, -0.04, 0.01, 0.00, -0.05, -0.01, 0.05, -0.05, 0.03, 0.00, -0.06, 0.00, 0.01, -0.07, -0.02, -0.03, -0.05, 0.04, 0.01, -0.04, 0.01, 0.04, -0.06, 0.03, 0.01, -0.06, -0.01, 0.00, -0.05, -0.45, -0.04, -0.05, 0.09, 0.05, 0.07, 0.13, 0.06, 0.09, 0.06, 0.08, -0.04, -0.48, -0.05, -0.06, 0.07, 0.07, 0.08, 0.12, 0.05, 0.09, 0.07, 0.09, -0.04, -0.41, -0.06, -0.06, 0.08, 0.07, 0.07, 0.13, 0.06, 0.09, 0.05, 0.10, -0.05, -0.44, -0.06, -0.07, 0.07, 0.07, 0.07, 0.13, 0.04, 0.09, 0.08, 0.06